{
  "formula": "C9H17N3O",
  "method": "the ωB97M-V functional and the def2-TZVPD basis",
  "multiplicity": 1,
  "total_charge": 2,
  "homo_lumo_gap_ha": 0.3618,
  "energy_ev": -16105.62550,
  "e_above_lowest_kj_mol": 258.2,
  "max_force_ev_per_a": 4.973,
  "e_homo_ev": -15.929,
  "symbols": ["C", "C", "C", "C", "C", "C", "C", "C", "C", "N", "N", "N", "O", "H", "H", "H", "H", "H", "H", "H", "H", "H", "H", "H", "H", "H", "H", "H", "H", "H"],
  "xyz": [[1.28, -3.11, -0.93], [0.41, -3.65, -0.11], [-0.69, -3.61, 1.99], [1.26, 1.76, -2.01], [0.24, 1.00, -1.15], [-1.41, 2.25, 0.54], [0.54, 3.12, -1.98], [-1.10, 3.79, 0.04], [-0.27, 1.86, -0.26], [-1.01, -3.07, 3.12], [0.01, -2.99, 1.05], [0.72, -1.89, 1.48], [0.22, 3.23, -0.54], [1.63, -3.73, -1.80], [0.29, -4.67, -0.23], [-0.93, -4.65, 1.71], [2.31, 1.72, -1.64], [1.26, 1.43, -3.04], [0.10, -0.10, -1.25], [1.56, -1.78, 0.94], [-1.43, 2.19, 1.70], [-2.30, 1.74, 0.17], [1.29, 3.91, -2.24], [-0.41, 3.19, -2.52], [-1.73, 4.23, -0.78], [-0.93, 4.50, 0.72], [1.69, -2.17, -0.84], [-1.75, -3.49, 3.68], [-0.58, -2.18, 3.22], [0.10, -1.11, 1.60]],
  "mulliken_charge": [-0.9575, 0.2847, 0.1492, -0.5677, -0.2630, -0.3727, -0.4512, -0.3638, 0.1111, -0.2362, 0.3968, -0.7749, -0.0790, 0.2315, 0.2593, 0.3219, 0.3038, 0.3807, 0.4884, 0.2919, 0.2718, 0.3008, 0.3145, 0.3574, 0.2659, 0.2958, 0.2286, 0.2847, 0.2539, 0.2733]
}